The following is a DFT calculation (ωB97M-V/def2-TZVPD) of a molecular structure, C24H18MgN4OS.

Geometry as XYZ:
```
49
Properties=species:S:1:pos:R:3:forces:R:3:mulliken_charge:R:1
Mg 0.0198 -0.4054 -0.2334 0.047 -0.231 0.157 0.828
O 1.2317 -0.7908 -1.7817 -0.004 0.136 0.015 -0.795
N 2.4312 -1.3373 -1.7136 0.002 -0.031 -0.033 0.394
C 3.1606 -1.3248 -2.8519 -0.019 -0.008 0.029 -0.242
C 4.4126 -1.8680 -2.9151 -0.047 0.024 0.007 -0.703
C 4.9376 -2.4470 -1.7525 0.006 -0.002 -0.015 -0.103
C 4.1912 -2.4480 -0.6072 0.013 -0.009 0.015 -0.697
C 2.8948 -1.8844 -0.5464 0.077 -0.011 -0.057 0.442
S 1.9467 -1.8614 0.8530 -0.150 0.057 0.040 -0.458
H 2.6467 -0.8469 -3.6717 0.039 -0.013 -0.027 0.414
H 4.9617 -1.8334 -3.8440 0.007 -0.005 0.000 0.383
H 5.9259 -2.8881 -1.7538 0.007 0.005 -0.017 0.355
H 4.5682 -2.8802 0.3083 -0.007 -0.002 0.001 0.360
N 2.8616 5.1944 -0.6677 0.014 0.026 0.013 -0.654
C 2.0870 4.4982 -0.1654 0.030 0.019 -0.067 0.187
C 1.1100 3.6695 0.4431 0.084 -0.044 -0.021 0.055
C 0.0089 4.2242 1.1881 -0.103 -0.079 0.070 -0.871
C -0.8608 3.3007 1.7552 -0.058 0.166 0.032 -0.391
C -0.6924 1.9499 1.5704 -0.033 -0.164 0.096 -0.672
N 0.3545 1.4143 0.8297 0.063 0.108 -0.129 -0.421
C 1.2106 2.2928 0.3124 0.030 -0.047 -0.029 0.270
H -0.1028 5.2893 1.3229 0.009 0.010 -0.003 0.457
H -1.7062 3.6399 2.3438 0.010 -0.002 0.009 0.397
H -1.3437 1.2267 2.0406 -0.053 0.019 -0.012 0.563
H 2.0289 1.8780 -0.2702 -0.001 0.006 -0.006 0.432
N -1.0574 1.1311 -1.6136 -0.171 -0.042 -0.035 -0.516
C -1.8492 1.9270 -1.3599 0.184 -0.134 -0.069 0.093
C -2.7869 2.9559 -1.0510 0.049 0.141 0.003 0.598
C -4.0913 2.6318 -0.6678 0.048 0.106 -0.020 -0.478
C -4.9691 3.6517 -0.3550 -0.005 -0.018 -0.004 -0.549
C -4.5547 4.9801 -0.4264 -0.049 0.022 0.010 -0.399
C -3.2602 5.2939 -0.8102 0.038 -0.013 -0.027 -0.656
C -2.3612 4.2862 -1.1250 -0.171 -0.077 0.106 -0.339
H -4.3894 1.5936 -0.6079 0.014 -0.017 0.000 0.494
H -5.9801 3.4133 -0.0512 -0.003 0.008 0.003 0.397
H -5.2493 5.7730 -0.1786 0.002 -0.003 0.004 0.384
H -2.9398 6.3266 -0.8558 -0.008 0.003 0.005 0.405
H -1.3419 4.5101 -1.4032 0.025 -0.008 -0.015 0.476
C -4.2607 -2.9139 0.6473 -0.007 -0.020 -0.004 -0.255
C -3.1489 -3.5397 0.1009 0.012 -0.022 -0.010 -0.631
C -1.9736 -2.8233 -0.1052 0.042 -0.062 0.018 -0.097
C -1.8335 -1.4616 0.2053 0.110 0.121 -0.014 -0.495
C -2.9866 -0.8747 0.7506 -0.037 0.047 -0.050 0.277
C -4.1720 -1.5683 0.9753 -0.033 0.011 0.013 -0.807
H -5.1782 -3.4667 0.8155 -0.004 0.008 0.004 0.341
H -3.1952 -4.5916 -0.1638 -0.012 0.000 0.004 0.335
H -1.1267 -3.3635 -0.5237 0.007 0.009 0.005 0.283
H -2.9779 0.1818 1.0133 0.012 0.022 0.009 0.250
H -5.0265 -1.0574 1.4098 -0.006 -0.011 -0.003 0.356
```
Positions in Å, forces in eV/Å.

Properties
* gap between HOMO and LUMO (alpha / beta): 4.641 / 7.651 eV
* expectation value of S²: 0.76
* LUMO energy (alpha / beta): 2.58 / 2.59 eV
* total charge: -1
* spin multiplicity: 2
* energy: -49469.5569 eV
* energy above the lowest of the compared OMol25 structures with the same formula, charge and spin: 0.0 kcal per mole
* maximum force: 0.3 eV/A

***

The following is a DFT calculation (ωB97M-V/def2-TZVPD) of a molecular structure, C24H18N3O5PPd.

Geometry as XYZ:
```
52
Properties=species:S:1:pos:R:3:forces:R:3:mulliken_charge:R:1
Pd -0.4567 -0.6890 0.1505 -0.194 -0.814 -0.131 -0.241
O 5.0435 -3.6369 0.9325 -0.195 0.139 -0.062 -0.573
C 3.9629 -2.7917 0.7398 -0.207 0.084 0.040 1.224
C 3.5081 -1.9593 1.7493 0.060 -0.019 0.005 -0.184
C 2.4081 -1.1452 1.5095 0.071 0.243 0.323 -0.290
N 1.7680 -1.1518 0.3448 0.046 -0.097 -0.055 -0.485
C 2.2032 -1.9429 -0.6338 0.166 -0.084 -0.256 0.319
C 3.3081 -2.7731 -0.4823 0.192 -0.130 -0.004 -0.515
C 1.4304 -1.9204 -1.9766 0.232 -0.260 0.093 0.275
O 2.0891 -2.1770 -2.9958 0.481 -0.132 -0.256 -0.785
O 0.2096 -1.6749 -1.9123 -0.271 0.195 0.230 -0.551
C 1.8956 -0.1757 2.6195 -0.149 -0.096 -0.309 0.001
O 2.6051 -0.1016 3.6372 0.473 -0.149 0.403 -0.828
O 0.8355 0.4154 2.3599 0.347 0.110 0.279 -0.384
H 5.3211 -3.5367 1.8510 -0.066 0.039 -0.113 0.277
H 3.9811 -1.9189 2.7232 -0.027 0.080 0.053 0.377
H 3.6332 -3.3880 -1.3075 -0.003 0.004 -0.086 0.466
N -2.7177 1.6036 0.0999 -0.283 0.034 -0.029 0.007
P -1.5503 1.2675 1.3583 -0.334 0.160 0.251 0.261
C -2.6723 2.0179 2.6555 -0.043 0.037 0.195 0.244
C -3.8740 1.4480 3.0681 0.030 0.015 -0.149 0.034
C -4.6259 2.0242 4.0743 -0.256 0.027 0.144 -0.701
C -4.1840 3.1800 4.7008 -0.020 0.073 0.086 -0.372
C -2.9821 3.7511 4.3112 -0.124 0.194 0.204 -0.539
C -2.2360 3.1691 3.3030 0.000 -0.084 -0.207 -0.504
C -1.9220 -0.5052 1.6559 0.317 0.397 -0.368 0.548
C -2.4171 -1.3465 0.6037 -0.371 0.474 -0.262 -0.003
C -2.5053 -2.7359 0.8518 -0.113 -0.473 0.240 -0.817
C -2.1830 -3.2679 2.0799 -0.174 -0.181 -0.412 -0.481
C -1.7294 -2.4346 3.1076 0.088 0.391 0.355 -0.802
C -1.5555 -1.0876 2.8816 -0.051 -0.438 0.456 -0.269
C -2.3773 1.3250 -1.1940 0.213 0.300 -0.157 0.356
C -3.3310 1.3004 -2.2183 -0.180 -0.104 -0.212 -0.623
C -2.9116 1.0443 -3.5115 0.128 0.102 0.320 -0.374
C -1.5565 0.8571 -3.7452 -0.031 0.057 -0.298 -0.629
C -0.6803 0.9127 -2.6716 -0.157 0.015 -0.018 -0.302
N -1.0686 1.1135 -1.4169 -0.428 0.432 -0.482 -0.100
H -3.7052 1.6371 0.3164 0.132 -0.122 -0.111 0.294
H -4.2231 0.5407 2.5903 0.049 -0.146 -0.008 0.331
H -5.5625 1.5716 4.3818 -0.009 -0.025 0.000 0.357
H -4.7707 3.6269 5.4948 -0.003 0.012 0.025 0.341
H -2.6291 4.6502 4.8037 0.026 0.009 0.006 0.360
H -1.2945 3.6005 2.9939 0.159 0.046 0.016 0.344
H -3.0009 -0.9486 -0.2321 0.133 -0.047 0.233 0.079
H -2.8570 -3.3883 0.0596 0.002 0.019 -0.032 0.361
H -2.2641 -4.3370 2.2526 -0.009 0.020 -0.060 0.314
H -1.4901 -2.8536 4.0767 0.092 -0.021 0.053 0.330
H -1.1340 -0.4466 3.6454 0.037 -0.067 0.075 0.378
H -4.3789 1.4628 -1.9908 0.022 0.002 0.047 0.351
H -3.6324 1.0091 -4.3216 0.036 -0.023 0.008 0.369
H -1.1914 0.6706 -4.7434 0.114 -0.069 -0.046 0.371
H 0.3828 0.7874 -2.8190 0.050 -0.130 -0.017 0.381
```
Positions in Å, forces in eV/Å.

Properties
* gap between HOMO and LUMO: 5.427 eV
* LUMO energy: 4.73 eV
* total charge: -2
* energy: -52658.3719 eV
* energy above the lowest of the compared OMol25 structures with the same formula, charge and spin: 27.4 kcal per mole
* maximum force: 0.8 eV/A

***

The following is a DFT calculation (ωB97M-V/def2-TZVPD) of a single C24H18N4O3 molecule.

Geometry as XYZ:
```
49
Properties=species:S:1:pos:R:3:forces:R:3:mulliken_charge:R:1
O -2.1774 -0.8495 2.1499 -0.134 -0.010 -0.011 -0.649
C -1.4089 -0.7741 1.2140 -0.108 0.026 -0.101 -0.078
N -0.1443 -1.2802 1.3054 0.114 -0.168 0.553 -0.202
C 0.8146 -1.4631 0.3267 0.370 -0.113 -0.304 -0.110
C 0.4695 -1.7256 -0.9996 0.072 -0.123 -0.072 -0.119
C 1.4381 -1.8978 -1.9667 -0.019 0.042 0.118 -0.675
C 2.7806 -1.8402 -1.6257 0.163 0.012 -0.048 -0.888
C 3.1410 -1.6330 -0.3105 -0.163 -0.008 0.016 -0.452
C 2.1813 -1.4444 0.6864 -0.227 -0.037 -0.494 0.739
C 2.5836 -1.2552 2.0678 0.075 0.068 0.452 0.241
N 1.7741 -1.3070 3.1000 -0.160 -0.147 -0.351 -0.430
C 2.5397 -1.1037 4.2127 0.878 0.165 0.086 0.311
C 2.1869 -1.0608 5.5575 0.069 0.004 -0.120 -0.729
C 3.1932 -0.8282 6.4701 -0.092 -0.006 0.159 -0.503
C 4.5197 -0.6411 6.0727 0.119 0.022 -0.014 -0.403
C 4.8906 -0.6796 4.7435 0.126 0.016 -0.050 -1.023
C 3.8854 -0.9136 3.8200 -0.518 -0.057 0.589 0.664
N 3.8791 -1.0181 2.4540 -0.011 -0.027 -0.306 -0.058
C -1.7781 -0.0678 -0.0511 -0.268 0.333 -0.037 -0.102
C -0.9459 0.9121 -0.5842 -0.184 -0.064 0.064 0.057
C -1.3174 1.5957 -1.7246 -0.093 0.053 -0.048 -0.303
C -2.5234 1.2939 -2.3458 0.101 -0.189 0.316 0.574
N -2.8825 1.9700 -3.5411 0.118 -0.207 0.408 0.215
C -4.1477 2.4900 -3.7747 -0.259 0.281 -0.243 0.292
O -5.0688 2.4391 -3.0079 -0.102 -0.017 0.060 -0.570
C -4.1370 3.1294 -5.1483 -0.120 0.071 -0.090 -0.478
C -2.7256 2.9239 -5.6777 0.048 0.063 -0.141 -0.485
C -1.9966 2.1633 -4.5893 0.075 0.081 -0.450 0.302
O -0.8603 1.7755 -4.6149 0.105 -0.001 -0.019 -0.584
C -3.3747 0.3394 -1.8046 0.053 0.060 -0.129 -0.441
C -3.0058 -0.3247 -0.6501 0.219 -0.047 0.140 -0.799
H 0.2059 -1.4530 2.2591 -0.302 0.104 -0.175 0.444
H -0.5717 -1.8075 -1.2668 -0.026 -0.026 -0.035 0.513
H 1.1452 -2.0895 -2.9873 -0.042 -0.019 -0.094 0.422
H 3.5410 -1.9769 -2.3788 0.070 -0.021 -0.056 0.394
H 4.1903 -1.6355 -0.0538 0.088 -0.013 0.020 0.304
H 1.1625 -1.2045 5.8601 -0.126 -0.017 0.041 0.448
H 2.9563 -0.7881 7.5228 -0.028 0.001 0.081 0.374
H 5.2724 -0.4619 6.8259 0.062 0.015 0.049 0.383
H 5.9163 -0.5353 4.4378 0.105 0.019 0.015 0.377
H 4.6768 -0.9122 1.8517 -0.113 0.003 0.016 0.225
H -0.0098 1.1477 -0.1004 0.101 -0.005 0.020 0.426
H -0.6716 2.3529 -2.1393 0.040 0.046 -0.037 0.397
H -4.4117 4.1799 -5.0501 -0.030 -0.062 0.048 0.302
H -4.8989 2.6510 -5.7646 -0.005 0.014 0.073 0.263
H -2.6912 2.3425 -6.5993 0.061 0.001 0.060 0.311
H -2.1985 3.8602 -5.8647 0.030 -0.064 0.016 0.257
H -4.3206 0.1282 -2.2769 -0.060 -0.004 -0.033 0.404
H -3.6614 -1.0607 -0.2102 -0.074 -0.049 0.055 0.442
```
Positions in Å, forces in eV/Å.

Properties
* gap between HOMO and LUMO: 8.348 eV
* LUMO energy: 0.20 eV
* energy: -37285.6968 eV
* energy above the lowest of the compared OMol25 structures with the same formula, charge and spin: 0.0 kcal per mole
* maximum force: 0.9 eV/A
* structure (SMILES): O=C(Nc1ccccc1-c1nc2ccccc2[nH]1)c1ccc(N2C(=O)CCC2=O)cc1